1.
Here is a cluster of 3 separate species, C29H40ClF16N3O4 in total from OMol25. Energies are from ωB97M-V/def2-TZVPD.

Last column: Mulliken charge in e.
Cartesian coordinates (Å):
C  -0.60328  -5.10143  -3.54363  -0.788
C  -0.70558  -4.83537  -5.13495  -0.228
O  0.31901  -3.87184  -5.48656  -0.428
C  -0.09623  -2.50406  -5.11229  -0.084
C  0.96555  -2.00596  -4.01054  -0.572
C  0.62303  -0.51247  -3.42208  0.202
C  2.08842  0.20606  -3.26743  -0.845
C  2.09123  1.53720  -2.39453  -0.881
C  2.74953  1.49765  -0.92351  2.153
C  3.82156  2.72736  -0.89872  -0.344
N  4.57344  3.67345  -0.87121  -0.626
C  3.55022  0.18245  -0.53298  -1.139
C  4.60825  0.24912  0.65962  -0.736
C  4.30959  -0.83055  1.84995  0.377
N  3.14454  -1.73861  1.88194  -0.531
O  5.10003  -0.87542  2.84280  -0.547
C  1.59538  1.96175  0.13524  0.729
Cl  0.26114  0.67965  -0.00866  -0.131
C  1.04770  3.45922  -0.18669  -0.248
N  0.39667  4.42039  -0.53060  -0.625
C  2.04475  1.99174  1.66832  -0.428
C  1.12316  2.80657  2.69346  -1.048
C  -0.35963  2.20897  2.93479  0.871
C  -0.73245  2.54651  4.49335  -1.127
C  -1.50951  2.85638  2.01103  -1.192
H  0.46854  -4.91480  -3.16555  0.178
H  -1.33195  -4.40168  -2.98535  0.197
H  -0.88206  -6.17751  -3.27224  0.351
H  -1.74304  -4.45158  -5.43022  0.221
H  -0.55325  -5.85941  -5.64633  0.312
H  -1.15281  -2.49170  -4.66698  0.264
H  -0.01893  -1.89281  -6.09321  0.132
H  1.08483  -2.75014  -3.12761  0.054
H  1.99381  -1.96697  -4.51959  0.243
H  0.10958  -0.69996  -2.42019  0.175
H  -0.01931  0.05691  -4.18487  0.033
H  2.35022  0.51332  -4.35883  0.275
H  2.80983  -0.62866  -3.00305  0.385
H  2.65470  2.34177  -3.01647  0.366
H  0.99170  1.91619  -2.40731  0.335
H  2.77491  -0.67775  -0.44302  0.351
H  4.17908  -0.10731  -1.46767  0.383
H  4.73321  1.25018  1.18795  0.265
H  5.66303  -0.04410  0.27405  0.509
H  3.31406  -2.62584  1.38270  0.306
H  2.27800  -1.27876  1.53663  0.281
H  3.09467  2.48854  1.71962  0.280
H  2.13668  0.90881  2.03671  -0.079
H  1.08535  3.95192  2.50090  0.374
H  1.65260  2.72024  3.72654  0.326
H  -0.26619  1.06569  2.85897  0.196
H  0.14147  2.34718  5.20747  -0.013
H  -0.93001  3.68474  4.51860  0.340
H  -1.68173  1.99124  4.83761  0.379
H  -1.18670  3.81223  1.47414  0.227
H  -1.87364  2.02509  1.29378  0.186
H  -2.40887  3.08229  2.70583  0.445
F  -1.33295  -1.81446  8.37462  -0.200
C  -0.54445  -2.88361  8.59593  0.106
F  -1.18692  -3.64671  9.51836  -0.283
C  0.84180  -2.49059  9.10539  0.876
F  0.76061  -1.86437  10.30433  -0.273
F  1.54409  -3.64108  9.33151  -0.331
C  1.68703  -1.63122  8.14358  -0.701
O  1.70181  -0.22022  8.39041  -0.395
C  0.65903  0.54231  7.81594  0.825
F  -0.05686  -0.22988  6.97522  -0.288
F  1.26623  1.47238  7.04059  -0.336
C  -0.20733  1.24074  8.86851  0.173
F  -0.80385  0.34791  9.68949  -0.222
F  -1.20007  1.95365  8.28100  -0.238
H  -0.47632  -3.46650  7.67300  0.276
H  2.72628  -1.93736  8.29851  0.410
H  1.48829  -1.86029  7.09285  0.338
H  0.39116  1.91745  9.48263  0.241
F  -3.80047  -0.81056  -7.29820  -0.224
C  -2.68882  -0.06506  -7.44243  -0.023
F  -1.63945  -0.89333  -7.19571  -0.221
C  -2.65793  1.12697  -6.48664  1.022
F  -2.63586  0.71525  -5.19515  -0.260
F  -1.48003  1.79117  -6.68719  -0.351
C  -3.79046  2.15752  -6.66842  -0.735
O  -4.90070  2.05343  -5.76997  -0.410
C  -5.93885  1.16451  -6.13394  0.754
F  -5.73667  0.71834  -7.38920  -0.274
F  -7.06602  1.91239  -6.18168  -0.297
C  -6.12094  0.03039  -5.12042  0.191
F  -5.00192  -0.72152  -5.01301  -0.195
F  -7.11640  -0.80570  -5.50487  -0.260
H  -2.61725  0.25976  -8.48427  0.263
H  -3.35215  3.13286  -6.43499  0.405
H  -4.11376  2.24510  -7.70949  0.336
H  -6.35988  0.42435  -4.13000  0.239

Properties
E_LUMO: -0.1 eV
Orbital gap: 0.3463 hartree

2.
Here is a structure of composition C29H41AsBBr4CaCsF9IN5O8S from OMol25. Energies are from ωB97M-V/def2-TZVPD.

Last column: Mulliken charge in e.
Cartesian coordinates (Å):
C  -5.21024  4.02572  1.32581  -1.208
C  -5.23191  3.35566  2.74413  -0.959
C  -4.17104  2.18849  2.87256  -0.104
C  -4.34229  1.65204  4.32358  -1.584
C  -4.22390  1.13364  1.78783  -0.234
C  -5.43476  0.88454  1.14068  0.995
F  -6.58893  1.50165  1.47247  -0.542
C  -5.65655  -0.02208  0.08155  0.985
C  -7.02416  -0.20862  -0.59455  -0.978
O  -8.05852  -0.42445  0.34440  -0.298
C  -9.29397  0.16192  -0.03162  -0.729
C  -4.54681  -0.80204  -0.44720  0.775
N  -4.63063  -1.75397  -1.61386  -1.964
C  -4.21295  -1.06970  -2.59017  -0.286
S  -3.54117  -0.14501  -3.61768  -0.203
C  -3.21362  -0.60970  0.24816  1.905
C  -2.00052  -1.44239  -0.27447  -1.009
C  -0.82830  -1.24832  0.34167  0.219
C  0.35179  -2.09811  -0.21725  -0.375
C  1.30654  -1.29452  -1.17380  -0.966
C  0.49188  -0.50530  -2.22377  -0.389
C  1.47186  0.07773  -3.30083  0.331
C  1.39856  1.61356  -3.25433  -0.806
O  2.68397  2.22961  -3.44662  -0.122
C  2.57824  3.56001  -3.11127  0.609
C  3.84790  4.28042  -2.60781  -0.875
O  1.56420  4.20395  -3.21407  -0.503
N  -0.73859  -0.36618  1.41483  0.732
B  0.62608  -0.21329  2.04713  0.441
C  1.54130  0.93758  1.46599  -1.022
O  1.05940  -1.03948  3.11980  -0.552
C  -1.78161  0.37608  1.91773  0.283
I  -1.11339  1.45585  3.58405  0.131
C  -3.08181  0.31515  1.33038  -0.282
H  -4.60175  3.47613  0.59285  0.332
H  -4.91065  5.07611  1.43716  0.404
H  -6.24641  4.01383  0.93974  0.236
H  -4.90489  4.13011  3.46079  0.548
H  -6.23413  3.01978  3.04015  0.382
H  -3.25369  2.78741  2.71528  0.579
H  -5.40486  1.36145  4.43595  0.444
H  -3.78838  0.69897  4.39752  0.464
H  -4.04743  2.36340  5.10384  0.312
H  -7.17750  0.66127  -1.25917  0.323
H  -6.95343  -1.10647  -1.24052  0.364
H  -9.74007  0.59713  0.88315  0.246
H  -9.19858  0.99165  -0.75135  0.327
H  -10.03131  -0.57104  -0.41060  0.269
H  -2.07543  -2.15920  -1.11875  0.189
H  0.90544  -2.67129  0.57582  -0.655
H  -0.07853  -2.87110  -0.87918  0.402
H  2.07201  -0.71686  -0.63597  0.220
H  1.85561  -2.07994  -1.72880  0.546
H  -0.19450  0.24201  -1.80117  0.388
H  -0.12022  -1.26695  -2.75573  0.110
H  2.48005  -0.31264  -3.04691  0.210
H  1.23133  -0.32676  -4.30015  -0.279
H  1.04460  1.92887  -2.25119  0.479
H  0.62192  1.92395  -4.05771  0.277
H  4.11413  5.00276  -3.39644  0.261
H  4.63931  3.53483  -2.45046  0.035
H  3.62234  4.84725  -1.69188  0.363
H  2.56985  0.52070  1.38344  0.250
H  1.50728  1.88404  2.03948  0.456
H  1.21988  1.11023  0.42275  0.380
H  1.39488  -0.47364  3.84100  0.172
F  6.88245  1.99930  -6.45179  -0.452
As  6.10787  1.79745  -4.91456  2.080
F  7.67036  1.60512  -4.16804  -0.468
F  6.03872  -0.05375  -5.21148  -0.333
F  5.35554  1.55439  -3.37728  -0.408
F  4.56814  1.95166  -5.66645  -0.406
F  6.17169  3.50762  -4.63826  -0.474
Ca  0.52853  -3.29834  2.76287  0.494
C  0.81543  -1.43894  -7.27187  -0.779
C  1.01535  -2.72744  -6.61753  0.458
N  1.17252  -3.74152  -6.10083  -0.473
H  1.75424  -0.89473  -7.37100  0.245
H  0.39908  -1.56350  -8.27121  0.302
H  0.13139  -0.80675  -6.70545  0.269
F  0.48952  2.63134  -5.44345  -0.831
F  0.01814  3.50434  1.80840  -0.826
Cs  -4.70857  -3.65714  -0.22687  0.946
C  3.54138  -3.86039  6.51572  0.656
O  2.54198  -4.11470  5.85845  -0.577
N  4.03450  -4.73383  7.42431  -0.316
N  4.23875  -2.68801  6.38569  -0.393
H  4.85072  -4.56001  7.97814  0.164
H  3.54310  -5.61296  7.53000  0.229
H  3.89854  -2.02231  5.71875  0.154
H  5.05964  -2.46815  6.91613  0.149
Br  5.23220  -1.66746  -4.57630  0.212
C  1.31352  -7.52126  6.35604  0.713
O  2.54575  -7.38156  6.10368  -0.753
O  0.72448  -6.30388  6.74968  -0.536
O  0.58832  -8.51423  6.31572  -0.727
H  1.55614  -5.81082  6.65132  0.258
C  9.53515  2.09108  -1.19964  -0.217
Br  11.12598  3.00166  -0.58883  -0.054
Br  9.30319  0.39022  -0.31423  -0.028
Br  7.97151  3.19724  -1.04273  0.030
H  9.67175  1.88383  -2.25351  0.244

Properties
E_LUMO: -2.5 eV
Orbital gap: 0.0582 hartree
Net charge: -1

Number 1: calculated total energy -3652.062883 Ha. Number 2: calculated total energy -16854.196444 Ha.